ORCA calculation (ωB97M-V/def2-TZVPD) on a 15-piece molecular cluster, C100H220N10O15 overall at a distorted geometry.

* lowest unoccupied orbital energy: 0.26 eV
* orbital gap: 8.23 eV
* energy relative to the best compared isomer or geometry (same formula, charge and spin): 0.000 eV
* total charge: 0

Last column: Mulliken charge in e.
Positions of all 345 atoms, in Å:
C 7.129 -3.435 1.147  -1.603
C 6.193 -2.165 1.106  1.935
C 6.340 -1.370 -0.167  -1.178
C 5.855 -2.044 -1.427  -1.378
C 4.314 -2.350 -1.279  -0.495
C 4.101 -3.222 -0.015  2.035
N 4.759 -2.513 1.205  1.460
O 4.581 -3.264 2.321  -0.722
C 2.601 -3.230 0.380  -0.210
C 4.549 -4.658 -0.285  -1.285
C 6.496 -1.229 2.250  -1.887
H 7.158 -3.830 0.123  0.410
H 6.893 -4.260 1.829  0.195
H 8.173 -3.191 1.292  0.469
H 5.833 -0.392 -0.014  -0.259
H 7.398 -1.113 -0.289  0.758
H 6.350 -3.024 -1.693  0.598
H 6.077 -1.419 -2.293  0.270
H 3.938 -2.977 -2.040  0.915
H 3.710 -1.476 -1.203  -1.320
H 2.260 -4.023 0.998  1.042
H 2.306 -2.233 0.862  -0.064
H 2.116 -3.333 -0.628  -1.466
H 5.241 -4.764 -1.085  0.391
H 4.990 -5.178 0.600  0.127
H 3.650 -5.246 -0.541  0.089
H 5.820 -0.374 2.255  -0.013
H 7.549 -0.812 2.236  0.373
H 6.425 -1.715 3.200  0.519
H 4.981 -4.189 2.183  0.260
C -2.571 -7.458 -1.821  -2.285
C -1.870 -6.867 -3.032  3.026
C -1.866 -5.358 -2.932  -3.206
C -0.843 -4.752 -1.963  2.269
C 0.541 -5.321 -2.254  0.315
C 0.585 -6.798 -2.330  2.102
N -0.501 -7.308 -3.224  0.176
O -0.330 -8.744 -3.136  -0.547
C 1.830 -7.112 -3.121  -2.178
C 0.821 -7.540 -0.991  -0.999
C -2.605 -7.160 -4.300  -2.168
H -2.425 -8.565 -1.834  0.585
H -3.654 -7.371 -1.970  0.639
H -2.244 -7.042 -0.880  0.224
H -1.526 -5.013 -3.953  0.268
H -2.808 -4.941 -2.918  0.930
H -1.156 -4.816 -0.941  -0.768
H -0.814 -3.650 -2.164  -0.476
H 1.308 -4.875 -1.598  -0.596
H 0.761 -4.972 -3.241  -0.211
H 2.227 -8.121 -3.031  0.572
H 1.720 -6.856 -4.210  0.319
H 2.706 -6.541 -2.794  0.195
H 1.089 -8.616 -1.190  0.433
H 1.705 -7.093 -0.489  0.140
H -0.061 -7.556 -0.305  -0.031
H -3.439 -6.488 -4.396  0.283
H -2.983 -8.167 -4.247  0.427
H -1.931 -6.972 -5.150  0.493
H 0.035 -8.988 -4.007  0.367
C -3.178 -2.082 5.970  -1.616
C -3.248 -0.762 5.121  1.090
C -4.271 0.325 5.648  -0.992
C -3.834 0.945 6.945  -0.885
C -2.410 1.515 6.810  -0.942
C -1.347 0.560 6.176  1.920
N -1.929 -0.079 5.032  0.407
O -1.046 -1.171 4.564  1.743
C -0.134 1.383 5.618  -2.285
C -0.886 -0.380 7.333  -1.843
C -3.732 -1.103 3.667  -1.238
H -3.967 -2.802 5.764  0.478
H -3.225 -1.886 7.041  0.283
H -2.287 -2.576 5.706  0.228
H -4.526 1.078 4.800  0.134
H -5.205 -0.254 5.839  0.379
H -3.831 0.191 7.742  0.391
H -4.497 1.783 7.200  0.452
H -1.989 1.970 7.749  0.376
H -2.458 2.408 6.158  0.183
H -0.374 1.958 4.705  -0.446
H 0.179 2.085 6.279  1.642
H 0.771 0.759 5.548  -0.082
H -0.414 -1.257 6.898  0.031
H -0.226 0.122 8.002  0.509
H -1.601 -0.821 7.955  0.464
H -2.938 -1.651 3.171  -0.662
H -3.811 -0.138 3.145  0.115
H -4.623 -1.676 3.624  0.979
H -0.681 -0.728 3.763  -0.575
C -1.319 -5.358 1.891  0.103
C -2.630 -5.881 2.392  3.107
C -3.696 -4.828 2.073  -0.249
C -5.091 -5.367 2.301  -0.339
C -5.354 -6.570 1.425  -1.261
C -4.370 -7.699 1.831  1.215
N -3.009 -7.139 1.662  0.881
O -2.045 -8.130 2.014  -0.632
C -4.748 -8.239 3.210  -1.759
C -4.537 -8.893 0.798  -1.749
C -2.515 -6.157 3.906  -1.745
H -0.420 -5.600 2.467  0.250
H -1.313 -4.271 1.821  -1.172
H -1.302 -5.667 0.848  -0.849
H -3.489 -4.056 2.796  -0.464
H -3.649 -4.442 1.027  -0.228
H -5.830 -4.585 2.044  0.397
H -5.252 -5.704 3.371  0.270
H -5.220 -6.231 0.392  0.187
H -6.405 -6.878 1.617  0.496
H -3.884 -8.857 3.569  0.270
H -4.807 -7.440 3.962  0.289
H -5.703 -8.720 3.085  0.524
H -4.203 -8.575 -0.198  0.111
H -3.927 -9.706 1.107  0.505
H -5.563 -9.256 0.839  0.492
H -2.172 -7.164 4.095  0.410
H -3.398 -6.084 4.524  0.264
H -1.853 -5.420 4.401  0.266
H -1.818 -8.565 1.151  0.336
C -4.085 -0.219 -2.012  -0.118
C -4.825 -1.514 -1.929  3.114
C -4.741 -2.190 -0.561  -1.596
C -5.569 -1.505 0.563  0.298
C -6.999 -1.526 0.067  -1.968
C -7.252 -0.830 -1.299  1.998
N -6.275 -1.425 -2.297  -0.201
O -6.374 -0.757 -3.534  -0.364
C -8.693 -1.204 -1.773  -1.918
C -7.126 0.719 -1.194  -1.193
C -4.068 -2.498 -2.810  -2.225
H -4.303 0.312 -2.982  0.353
H -2.979 -0.322 -1.915  -0.223
H -4.266 0.512 -1.219  0.158
H -5.047 -3.191 -0.746  0.973
H -3.764 -2.190 -0.163  -0.862
H -5.115 -0.570 0.895  0.261
H -5.380 -2.196 1.365  -0.143
H -7.737 -1.229 0.840  0.372
H -7.216 -2.591 -0.180  0.397
H -8.843 -0.727 -2.759  0.435
H -8.837 -2.268 -1.813  0.448
H -9.418 -0.756 -1.009  0.334
H -8.079 1.169 -0.871  0.449
H -6.373 0.848 -0.416  -0.195
H -6.921 1.198 -2.089  0.392
H -4.547 -3.448 -2.828  1.083
H -3.089 -2.642 -2.363  -0.437
H -3.947 -2.164 -3.836  0.190
H -6.675 -1.400 -4.178  0.352
C 6.667 2.080 -4.444  -2.209
C 5.966 2.651 -3.249  1.918
C 7.020 2.943 -2.165  -1.515
C 6.480 3.790 -1.025  0.744
C 5.886 5.055 -1.592  -1.209
C 4.755 4.921 -2.618  1.940
N 5.394 4.033 -3.712  0.038
O 4.470 3.759 -4.769  -0.426
C 3.379 4.437 -1.954  -0.097
C 4.452 6.247 -3.270  -2.010
C 4.938 1.602 -2.727  0.903
H 7.180 1.143 -4.140  0.300
H 7.398 2.786 -4.854  0.475
H 5.923 1.946 -5.181  0.451
H 7.510 1.999 -1.831  0.274
H 7.801 3.588 -2.616  0.357
H 7.250 4.026 -0.323  0.626
H 5.856 3.139 -0.396  -0.835
H 6.786 5.703 -1.951  0.335
H 5.375 5.604 -0.739  0.179
H 2.678 4.099 -2.735  0.311
H 3.497 3.596 -1.291  -0.432
H 2.940 5.282 -1.449  -0.223
H 3.837 6.049 -4.130  0.461
H 3.910 6.926 -2.611  0.202
H 5.409 6.676 -3.592  0.492
H 4.693 1.629 -1.662  -0.766
H 5.409 0.627 -2.796  -0.040
H 3.993 1.660 -3.387  -0.534
H 4.805 4.194 -5.529  0.342
C 3.103 5.464 2.950  -1.199
C 3.655 5.174 4.332  2.024
C 2.495 4.788 5.266  -0.687
C 2.922 4.101 6.516  -1.140
C 3.694 2.790 6.220  -0.743
C 4.898 3.074 5.211  1.470
N 4.423 3.932 4.172  1.422
O 5.509 4.238 3.328  -0.650
C 6.132 3.613 6.009  -2.098
C 5.352 1.757 4.622  -1.231
C 4.388 6.378 4.884  -2.002
H 2.198 5.952 3.001  0.084
H 2.961 4.491 2.522  -0.410
H 3.826 6.038 2.336  0.348
H 1.969 5.744 5.428  0.679
H 1.839 4.129 4.766  -0.212
H 2.012 3.849 7.084  0.500
H 3.523 4.691 7.181  0.590
H 2.946 2.074 5.876  -0.208
H 4.089 2.448 7.162  0.537
H 5.843 4.400 6.749  0.290
H 6.574 2.846 6.620  0.529
H 6.844 3.997 5.333  0.413
H 4.563 1.318 3.989  -0.127
H 6.205 1.976 4.010  0.541
H 5.586 0.981 5.411  0.444
H 4.769 6.278 5.886  0.323
H 3.581 7.114 5.000  0.408
H 5.201 6.720 4.322  0.495
H 5.305 3.895 2.450  0.240
C 3.893 -1.867 -5.342  -1.770
C 2.464 -2.368 -5.898  2.311
C 1.702 -3.045 -4.788  -2.112
C 1.138 -2.115 -3.704  1.898
C 0.261 -1.166 -4.471  -0.710
C 0.991 -0.397 -5.564  1.551
N 1.623 -1.333 -6.476  0.353
O 2.367 -0.686 -7.477  -0.540
C -0.150 0.282 -6.370  -2.006
C 1.849 0.699 -4.896  0.255
C 2.754 -3.460 -6.965  -2.213
H 3.837 -1.213 -4.476  0.145
H 4.405 -1.234 -6.046  0.545
H 4.387 -2.744 -5.042  0.544
H 0.800 -3.422 -5.269  0.383
H 2.249 -3.875 -4.316  0.646
H 1.978 -1.641 -3.174  -0.833
H 0.500 -2.636 -2.920  -0.968
H -0.199 -0.349 -3.851  -1.041
H -0.653 -1.682 -4.900  0.819
H -0.721 0.923 -5.701  0.252
H 0.323 0.808 -7.155  0.468
H -0.867 -0.447 -6.670  0.509
H 2.195 0.271 -3.925  -0.889
H 2.741 1.112 -5.379  0.324
H 1.106 1.469 -4.761  0.086
H 3.319 -2.975 -7.758  0.509
H 1.935 -3.937 -7.473  0.381
H 3.398 -4.247 -6.557  0.313
H 3.057 -0.179 -7.003  0.446
C 0.257 5.762 -0.115  0.304
C 0.181 7.305 0.158  1.565
C 1.059 7.981 -0.973  -1.655
C 0.454 7.979 -2.391  -0.230
C -0.967 8.634 -2.287  -1.585
C -1.881 7.873 -1.347  2.235
N -1.179 7.895 0.000  0.188
O -1.963 7.334 1.041  -0.520
C -3.161 8.712 -1.184  -2.194
C -2.319 6.469 -1.898  -0.922
C 0.672 7.740 1.568  -1.585
H -0.506 5.085 0.326  -0.573
H 1.223 5.373 0.270  -0.154
H 0.243 5.502 -1.134  0.259
H 1.191 9.009 -0.626  0.582
H 2.055 7.529 -0.879  0.290
H 0.500 7.017 -2.886  0.075
H 1.023 8.610 -3.121  0.453
H -1.464 8.677 -3.256  0.429
H -0.764 9.685 -1.973  0.343
H -3.683 8.352 -0.365  0.526
H -2.955 9.749 -0.931  0.395
H -3.892 8.588 -2.006  0.374
H -1.626 6.001 -2.528  -0.177
H -2.525 5.812 -1.093  -0.065
H -3.235 6.577 -2.478  0.685
H 0.540 8.806 1.663  0.615
H 1.754 7.446 1.699  0.320
H 0.228 7.149 2.373  0.158
H -2.025 6.323 0.964  0.466
C -1.420 0.527 1.086  -0.344
C -0.281 -0.416 0.663  2.223
C 0.043 -0.231 -0.829  0.773
C 0.761 1.034 -1.097  0.327
C 2.075 1.027 -0.347  1.064
C 1.865 0.968 1.199  2.194
N 0.937 -0.228 1.437  0.697
O 0.623 -0.235 2.786  1.651
C 3.312 0.760 1.760  -0.166
C 1.270 2.208 1.871  0.515
C -0.727 -1.885 0.897  0.724
H -2.406 0.120 0.704  -0.260
H -1.282 1.532 0.760  0.053
H -1.608 0.626 2.174  -1.199
H 0.647 -1.074 -1.159  -0.992
H -0.887 -0.314 -1.398  -0.519
H 0.185 1.852 -0.635  -0.498
H 0.892 1.152 -2.197  -0.638
H 2.646 1.993 -0.588  -0.950
H 2.659 0.176 -0.632  -0.558
H 3.767 -0.227 1.535  -0.625
H 4.007 1.519 1.368  0.421
H 3.330 0.940 2.835  -1.044
H 1.288 2.014 2.955  -0.151
H 1.811 3.125 1.620  -0.590
H 0.177 2.398 1.659  -1.292
H -1.562 -2.087 0.231  -0.226
H -1.070 -2.148 1.882  -0.896
H 0.189 -2.499 0.744  -0.225
H 1.241 -0.892 3.169  -0.755
C -2.065 3.709 3.211  1.517
C -3.210 4.474 2.676  -1.508
O -2.955 4.874 1.331  -0.318
H -2.409 3.441 4.248  -0.306
H -1.206 4.324 3.418  0.179
H -1.998 2.797 2.622  -0.738
H -3.342 5.371 3.231  0.465
H -4.118 3.911 2.833  0.414
H -3.291 4.262 0.639  -0.225
C -1.768 3.771 -4.476  -1.406
C -1.404 2.927 -3.265  0.834
O -2.457 2.070 -2.961  1.582
H -1.701 3.140 -5.320  0.457
H -1.051 4.590 -4.559  0.432
H -2.830 4.131 -4.338  -0.010
H -1.306 3.480 -2.379  -0.109
H -0.443 2.393 -3.374  -0.792
H -2.651 1.412 -3.633  -0.764
C 1.123 -3.213 5.679  -1.263
C 1.320 -3.119 4.154  1.787
O 2.369 -2.194 3.925  -0.646
H 1.984 -3.660 6.172  0.487
H 0.146 -3.676 6.040  0.268
H 1.106 -2.156 6.042  0.035
H 0.416 -2.720 3.617  -1.109
H 1.504 -4.146 3.717  0.312
H 3.163 -2.535 3.541  0.125
C -6.233 4.001 -0.441  -1.551
C -5.260 3.880 -1.638  0.126
O -4.030 3.449 -1.081  0.860
H -7.194 4.277 -0.845  0.452
H -5.937 4.847 0.207  0.323
H -6.320 3.033 0.063  0.215
H -5.082 4.871 -2.001  0.249
H -5.747 3.249 -2.330  0.034
H -3.532 2.785 -1.651  -0.546
C -5.064 2.527 -7.006  -1.206
C -4.989 2.114 -5.539  0.154
O -3.810 1.262 -5.373  -0.334
H -5.995 3.080 -7.162  0.427
H -5.000 1.644 -7.675  0.275
H -4.201 3.190 -7.198  0.243
H -5.838 1.558 -5.084  0.099
H -4.854 2.975 -4.976  0.033
H -4.002 0.370 -5.628  0.203